[1]
Entry from the Open Molecules 2025 dataset: a molecular structure, C41H41N6V (ωB97M-V/def2-TZVPD).

Values from the calculation:
Molar mass (g mol⁻¹): 668.8
Net charge: -1
Relative energy (zero: lowest compared OMol25 entry of this formula, charge and spin) (kcal/mol): 0.0
2S+1: 4
LUMO energy (alpha / beta) (eV): 2.475 / 2.473
⟨S²⟩: 3.8004
Total energy (a.u.): -2859.47901

The geometry in XYZ format:
```
89
Properties=species:S:1:pos:R:3:forces:R:3
V -0.559352 0.289354 -0.578713 0.117 0.053 0.456
C 2.120137 1.726966 -1.718191 0.116 -0.063 0.143
C 2.944892 1.562289 -0.452359 -0.037 -0.103 -0.078
C 2.607579 0.443750 0.508047 0.122 0.072 -0.061
C 3.639989 -0.031595 1.318083 -0.032 0.000 -0.006
C 3.362836 -0.921257 2.334680 -0.114 0.020 -0.022
C 2.044479 -1.309803 2.524803 0.149 0.028 0.072
C 1.087367 -0.835801 1.658040 0.008 0.116 -0.281
N 1.354300 0.015983 0.650428 -0.070 -0.037 0.228
N 0.719470 2.104037 -1.536929 -0.199 0.041 -0.146
C 0.520303 3.356658 -0.828289 0.008 0.040 -0.069
C -0.932086 3.518986 -0.446255 0.043 0.008 0.035
C -1.397961 4.731976 0.040468 0.004 0.012 -0.027
C -2.731582 4.841352 0.382643 0.003 0.028 0.056
C -3.554511 3.737806 0.223251 -0.026 -0.015 0.005
C -3.004448 2.561192 -0.251504 -0.016 0.036 -0.045
N -1.713779 2.448357 -0.575403 -0.053 0.030 0.027
C 0.115174 2.211107 -2.896771 0.015 0.094 0.074
C 0.063064 0.826955 -3.459603 -0.016 -0.128 0.036
C 0.698772 0.461380 -4.611033 0.029 -0.104 0.028
C 0.941294 -0.959815 -4.765552 -0.001 0.021 -0.001
C 0.512728 -1.858889 -3.865026 -0.022 0.081 -0.033
C -0.350286 -1.472440 -2.679454 0.026 0.242 0.152
N -0.495357 -0.006239 -2.578025 -0.137 -0.207 -0.051
H 2.122814 0.789531 -2.278260 0.009 0.006 -0.001
H 2.620722 2.475990 -2.353009 0.027 0.007 0.014
H 2.961485 2.493138 0.125392 -0.014 0.008 -0.006
H 3.976267 1.409253 -0.779948 0.002 0.021 0.026
H 4.649002 0.320155 1.144406 0.002 -0.001 0.003
H 4.155289 -1.302165 2.965921 -0.014 -0.008 0.018
H 1.759523 -1.997757 3.306751 0.017 0.017 0.008
H 0.051331 -1.129326 1.755852 0.016 -0.016 -0.034
H 0.831701 4.217786 -1.442222 0.025 0.000 0.011
H 1.111647 3.377158 0.086529 -0.037 -0.017 -0.039
H -0.713312 5.561822 0.163498 -0.004 0.003 -0.012
H -3.119715 5.768566 0.785212 -0.006 0.003 -0.011
H -4.603986 3.773150 0.481481 0.003 -0.005 -0.002
H -3.597009 1.661728 -0.362409 0.003 0.023 -0.017
H 0.721160 2.886829 -3.515555 -0.018 0.000 -0.015
H -0.887562 2.620526 -2.789775 0.020 0.011 -0.017
H 1.177360 1.194738 -5.244945 -0.003 0.005 -0.004
H 1.552657 -1.295834 -5.598388 -0.005 -0.009 -0.003
H 0.781082 -2.899249 -3.988886 -0.006 -0.045 0.009
H -1.343057 -1.923576 -2.803151 -0.032 -0.040 -0.002
C 0.066851 4.388005 3.885132 0.021 -0.009 0.005
C 0.966946 3.687567 3.088561 -0.046 -0.002 0.018
C 0.571125 2.559506 2.390228 -0.039 0.060 0.044
C -0.752703 2.079754 2.443130 0.076 -0.025 -0.036
C -1.644307 2.782554 3.285983 -0.012 0.042 0.025
C -1.236788 3.906515 3.978394 0.013 0.024 0.003
N -1.156265 1.006875 1.668283 -0.122 -0.170 0.026
N -2.328135 0.527945 2.096861 0.111 0.036 -0.062
C -2.967699 -0.281398 1.189133 -0.033 -0.129 0.123
C -4.216160 -0.798485 1.593301 0.009 0.030 0.084
C -5.016951 -1.487346 0.704637 0.051 -0.007 -0.138
C -4.581722 -1.663339 -0.609579 0.000 0.040 0.162
C -3.321559 -1.189224 -0.973668 0.002 0.039 -0.153
C -2.455617 -0.526328 -0.104594 -0.060 0.057 -0.322
H 0.375617 5.270042 4.432207 0.002 0.002 -0.005
H 1.998999 4.016400 3.017322 -0.001 0.004 0.004
H 1.298102 2.025850 1.802855 0.012 -0.028 -0.020
H -2.661973 2.428030 3.355268 0.020 0.006 0.000
H -1.956976 4.427418 4.601178 0.005 0.002 0.000
H -4.542716 -0.609728 2.610384 0.008 0.000 -0.001
H -5.982800 -1.866808 1.020319 0.003 -0.002 0.007
H -5.210623 -2.170737 -1.332416 0.008 0.003 -0.020
H -3.004602 -1.349748 -1.998679 -0.019 -0.007 -0.036
C -1.179398 -3.426699 0.149436 -0.052 -0.014 0.010
C 0.080028 -3.206881 -0.691127 -0.050 -0.012 -0.045
C 0.016435 -4.278488 -1.811602 0.004 0.004 0.020
C 0.173642 -1.749547 -1.256519 0.111 -0.211 0.093
C 1.334824 -3.577742 0.110402 0.077 0.142 -0.076
C 1.285365 -4.202225 1.353392 -0.047 -0.046 0.060
C 2.440737 -4.585730 2.025598 0.000 -0.011 0.001
C 3.686577 -4.348574 1.471472 0.021 0.006 -0.030
C 3.759956 -3.734062 0.225763 -0.016 -0.037 0.012
C 2.604381 -3.364330 -0.441655 -0.042 -0.032 0.053
H -2.060721 -3.246866 -0.460640 -0.015 0.013 -0.012
H -1.252313 -2.745111 1.000967 0.049 -0.048 -0.065
H -1.234532 -4.458492 0.510771 -0.043 -0.005 -0.005
H -0.835579 -4.098441 -2.470031 0.010 0.012 -0.005
H -0.101493 -5.271959 -1.367257 -0.016 0.003 0.006
H 0.924373 -4.297202 -2.412864 0.019 0.042 -0.016
H 1.235603 -1.482762 -1.304681 0.030 -0.021 -0.107
H 0.328199 -4.380228 1.825040 0.032 -0.007 0.006
H 2.360857 -5.062853 2.995999 -0.007 -0.004 -0.002
H 4.588817 -4.639481 1.996107 0.002 -0.005 -0.001
H 4.725322 -3.549763 -0.231651 0.000 0.013 0.002
H 2.678455 -2.900655 -1.416987 0.021 0.021 -0.029
```
Forces are in eV/Å.

***

[2]
Entry from the Open Molecules 2025 dataset: a molecular structure, C41H42As2Br2N3OSSr in a non-equilibrium geometry (ωB97M-V/def2-TZVPD).

Values from the calculation:
Molar mass (g mol⁻¹): 1022.1
Net charge: +1
Relative energy (zero: lowest compared OMol25 entry of this formula, charge and spin) (kcal/mol): 8.1
2S+1: 1
LUMO energy (eV): -2.049
Total energy (a.u.): -11875.46204

The geometry in XYZ format:
```
93
Properties=species:S:1:pos:R:3:forces:R:3
Sr 0.104739 -0.240950 0.307324 0.943 -0.568 -0.157
C 1.700182 1.588895 2.978495 0.084 -0.124 -0.070
C 3.028294 0.877511 2.682229 -0.112 0.062 -0.036
As 3.051567 -0.045079 0.925398 0.658 -0.156 0.404
C 4.758440 0.507169 0.229457 0.096 0.071 0.002
C 5.886120 0.517312 1.049058 0.088 0.064 -0.104
C 7.113738 0.904657 0.534412 -0.025 -0.002 -0.032
C 7.222431 1.278939 -0.801343 -0.023 -0.003 0.011
C 6.105211 1.259408 -1.622646 -0.025 -0.025 0.055
C 4.872015 0.872735 -1.105844 0.145 0.015 -0.073
C 3.471006 -1.886403 1.419590 -0.019 0.057 -0.089
C 2.691644 -2.536018 2.370021 0.064 -0.150 -0.017
C 2.874463 -3.888337 2.635801 0.036 0.061 -0.039
C 3.840315 -4.603832 1.940522 0.034 0.066 -0.029
C 4.618701 -3.960124 0.984413 -0.060 0.031 0.036
C 4.433753 -2.607659 0.719450 -0.034 -0.157 0.093
As 0.263614 0.322754 3.481933 0.043 0.088 -0.221
C -1.123287 1.565101 4.005899 0.056 0.089 -0.149
C -1.454345 2.594162 3.126908 -0.091 0.070 0.098
C -2.511164 3.448241 3.414246 0.051 -0.057 0.001
C -3.239695 3.274592 4.583566 0.024 -0.047 0.018
C -2.907294 2.250543 5.461335 0.027 -0.012 -0.012
C -1.851799 1.391366 5.175563 -0.148 0.105 -0.005
C 0.986567 -0.213592 5.180569 0.040 -0.016 0.193
C 1.141245 -1.559094 5.486541 0.018 -0.085 0.189
C 1.709490 -1.943618 6.697294 -0.020 0.056 -0.044
C 2.118576 -0.978089 7.603932 0.003 -0.008 0.008
C 1.946442 0.370675 7.312004 -0.028 0.009 -0.038
C 1.380111 0.752887 6.105291 0.063 -0.134 0.136
H 1.359489 2.163260 2.112270 -0.001 0.010 -0.011
H 1.805207 2.294096 3.800081 0.066 0.068 0.049
H 3.286607 0.160343 3.461464 -0.015 -0.025 0.065
H 3.837974 1.603617 2.628672 0.035 0.072 0.036
H 5.817113 0.212222 2.085864 -0.033 -0.009 0.029
H 7.987587 0.910313 1.173553 -0.013 0.005 -0.020
H 8.181566 1.582378 -1.201224 -0.017 -0.010 0.013
H 6.188798 1.542403 -2.664488 0.002 -0.009 0.032
H 4.009345 0.848157 -1.760527 -0.044 0.000 0.019
H 1.938692 -1.990963 2.921565 -0.052 0.067 0.039
H 2.273931 -4.376339 3.395230 0.011 0.013 -0.021
H 3.999759 -5.654041 2.153268 -0.008 0.030 -0.012
H 5.380874 -4.510571 0.446350 -0.008 0.010 0.014
H 5.049121 -2.124251 -0.027427 0.009 0.038 -0.027
H -0.892827 2.743652 2.212052 -0.005 -0.023 0.025
H -2.765927 4.241648 2.721451 0.002 -0.014 0.012
H -4.066763 3.935291 4.811641 0.028 -0.020 -0.010
H -3.473779 2.115204 6.374023 0.008 0.005 -0.017
H -1.606800 0.595686 5.868063 0.021 -0.013 -0.002
H 0.802525 -2.323120 4.797305 -0.001 0.016 -0.054
H 1.827615 -2.994436 6.929632 -0.004 0.023 0.000
H 2.563689 -1.273870 8.545356 -0.013 0.005 -0.015
H 2.247035 1.125759 8.027905 -0.002 -0.034 -0.017
H 1.229264 1.805110 5.900211 -0.005 0.026 -0.030
C 2.005695 3.147203 -0.597503 0.026 0.020 0.004
C 0.524603 3.380745 -0.516383 0.039 -0.044 0.011
C 0.034967 4.695883 -0.682566 0.210 -0.014 -0.019
C -1.300001 4.929558 -0.645724 -0.219 0.064 0.009
C -2.201329 3.859019 -0.441056 0.022 0.194 -0.046
C -3.611611 4.011668 -0.409285 0.218 -0.027 0.002
Br -4.404726 5.707773 -0.629091 -0.039 0.165 -0.025
C -4.413109 2.933036 -0.215431 -0.022 -0.308 0.044
C -3.848990 1.657038 -0.020267 -0.400 0.333 0.056
Br -5.021731 0.219623 0.294804 0.040 -0.090 0.011
C -2.491497 1.442549 -0.003790 0.494 -0.677 0.122
O -1.941398 0.270131 0.237275 -1.869 1.049 -0.225
C -1.647083 2.578858 -0.258416 0.439 -0.133 0.016
N -0.270581 2.354502 -0.291328 -0.773 0.180 -0.049
H 2.451261 3.759540 -1.381548 -0.014 0.014 0.014
H 2.228848 2.105773 -0.812935 -0.028 -0.031 -0.001
H 2.501857 3.415601 0.340012 -0.024 0.004 -0.003
H 0.734509 5.504905 -0.851026 -0.005 -0.047 0.005
H -1.688587 5.930877 -0.779868 0.001 -0.032 0.004
H -5.487983 3.043359 -0.199486 -0.004 -0.008 0.006
C 2.121483 -7.419810 -0.088210 0.053 -0.033 0.075
C 1.174331 -6.683889 -1.018103 -0.017 0.191 -0.059
N 1.360824 -5.228053 -0.978133 0.148 0.096 -0.053
C 0.535345 -4.249903 -0.605822 -0.080 0.082 0.299
S 0.872307 -2.644410 -1.139019 0.050 -0.593 -0.207
N -0.527489 -4.475079 0.177460 -0.137 0.129 -0.163
C -0.872645 -5.616037 1.031361 0.121 0.236 0.058
C -2.068319 -6.405165 0.531939 -0.100 -0.033 -0.042
H 2.021076 -8.497805 -0.219668 -0.027 0.031 0.001
H 1.923788 -7.179032 0.958224 0.012 -0.009 -0.032
H 3.159432 -7.154071 -0.296238 -0.034 0.010 -0.027
H 0.136960 -6.912609 -0.802544 -0.010 -0.015 0.003
H 1.338614 -6.991547 -2.050421 0.066 -0.021 -0.039
H 2.170237 -4.870830 -1.463855 0.002 -0.069 -0.021
H -1.130095 -3.669538 0.243982 -0.032 -0.076 0.048
H -1.092592 -5.200165 2.015538 -0.033 -0.012 0.042
H 0.013162 -6.227886 1.165015 0.015 -0.065 -0.041
H -2.967450 -5.787887 0.539865 0.020 0.007 -0.010
H -2.251586 -7.265554 1.176223 0.019 0.019 0.005
H -1.926569 -6.760976 -0.488490 0.019 -0.018 0.005
```
Forces are in eV/Å.

***

[3]
Entry from the Open Molecules 2025 dataset: a molecular structure, C41H42CoP2Te in a non-equilibrium geometry (ωB97M-V/def2-TZVPD).

Values from the calculation:
Molar mass (g mol⁻¹): 783.3
Relative energy (zero: lowest compared OMol25 entry of this formula, charge and spin) (kcal/mol): 17.5
2S+1: 4
LUMO energy (alpha / beta) (eV): -0.102 / -0.343
⟨S²⟩: 3.7824
Total energy (a.u.): -3920.65423

The geometry in XYZ format:
```
87
Properties=species:S:1:pos:R:3:forces:R:3
Co 0.818615 -1.192484 0.948770 1.280 0.684 1.833
C -2.208193 -0.039715 4.785336 -2.904 -0.332 0.866
C -2.721124 -0.177220 3.540928 0.241 -0.421 0.806
C -2.994471 0.832970 2.495753 0.229 0.497 -0.897
C -1.809078 1.616418 1.852674 -1.555 0.225 -0.521
C -0.644138 2.031269 2.643256 1.469 0.427 0.991
C -0.420201 2.120959 3.975500 0.481 -0.131 -2.205
C -1.411969 2.377782 5.016475 -0.693 0.015 1.288
C -2.046916 1.158840 5.692232 0.709 0.006 -0.325
C 2.148852 -0.202520 2.496355 0.675 -0.018 -2.426
H -2.476952 -0.880100 5.444096 0.811 -0.280 -0.549
H -3.025136 -1.198274 3.247657 0.327 0.465 0.358
H -3.718232 1.600757 2.794145 -0.044 -0.317 0.394
H -3.469200 0.258339 1.685783 -0.022 0.492 -0.002
H -1.434115 1.040394 0.989051 -0.051 0.224 0.321
H -2.296388 2.506979 1.426559 0.188 -0.083 -0.301
H 0.181091 2.301705 1.972280 0.236 -0.778 0.407
H 0.607122 1.995239 4.313733 0.019 0.802 -0.212
H -2.193908 3.058195 4.655099 0.193 -0.139 0.002
H -0.860079 2.876738 5.821336 -0.304 0.398 -0.154
H -1.407120 0.812138 6.516496 -0.118 0.239 -0.188
H -2.986268 1.486525 6.177750 0.121 -0.508 -0.403
H 2.775467 -0.820997 3.153554 0.002 -0.094 -0.481
H 2.106647 0.788500 2.971997 -0.571 -0.321 -0.364
H 2.738880 -0.002964 1.556660 0.318 -0.102 0.510
P -0.339073 -1.486818 -3.371313 -0.031 -1.598 -1.075
P 1.212071 0.656785 -3.530627 1.541 1.509 0.059
C -1.277357 -0.040962 -4.017239 0.767 0.845 0.338
C -0.482972 1.064991 -4.083693 -0.458 -1.255 -0.006
C -0.739997 -2.789807 -4.615483 -0.630 -0.465 0.426
C -1.891044 -2.799168 -5.420990 0.461 -0.259 -0.154
C -2.069882 -3.803888 -6.373474 -0.062 -0.016 -0.060
C -1.145713 -4.844153 -6.484102 -0.044 0.166 0.165
C -0.025320 -4.872505 -5.652179 -0.185 0.153 -0.017
C 0.186769 -3.847813 -4.736125 -0.391 0.412 -0.071
C -1.106730 -1.962974 -1.808098 -1.018 0.356 0.230
C -0.753850 -1.267289 -0.617452 0.315 -1.069 -0.048
C -1.361869 -1.614202 0.582993 0.163 -0.549 0.445
C -2.433922 -2.531573 0.635879 0.493 -0.041 -0.474
C -2.793079 -3.196142 -0.546503 0.208 0.591 0.392
C -2.106920 -2.935826 -1.743164 -0.069 0.164 0.601
C 2.122740 0.985757 -5.115461 -0.465 0.479 -0.224
C 1.921765 0.105094 -6.200437 0.305 0.287 0.145
C 2.595526 0.312921 -7.407224 0.060 0.385 0.347
C 3.411961 1.441631 -7.562400 -0.129 -0.006 0.260
C 3.532451 2.374110 -6.520735 0.021 -0.370 -0.208
C 2.908650 2.134676 -5.295074 0.063 -0.149 -0.305
C 1.656080 2.070317 -2.468824 0.089 0.635 -0.167
C 2.917163 2.033310 -1.837419 -0.481 0.418 -0.027
C 3.336482 3.110874 -1.058667 -0.240 0.156 0.034
C 2.510915 4.233762 -0.899347 -0.146 -0.210 -0.308
C 1.267930 4.279532 -1.544262 0.019 -0.164 0.243
C 0.816859 3.182273 -2.286786 0.634 0.117 0.148
H -2.321527 -0.118562 -4.329108 0.253 0.308 0.069
H -0.725900 2.057310 -4.494985 -0.213 -0.637 0.131
H -2.644830 -2.023294 -5.323180 0.132 -0.086 -0.032
H -2.943781 -3.773109 -7.032138 0.303 -0.073 0.276
H -1.305044 -5.640163 -7.206843 0.035 0.152 0.080
H 0.685208 -5.688941 -5.722101 -0.047 0.071 -0.023
H 1.074939 -3.845490 -4.106128 -0.137 -0.002 -0.110
H 0.130978 -0.563419 -0.580587 -0.661 0.244 -0.888
H -0.861511 -1.278520 1.548876 -1.439 0.126 -0.241
H -2.917948 -2.742620 1.591901 0.163 -0.027 -0.380
H -3.627022 -3.893948 -0.552324 0.214 0.026 0.075
H -2.364904 -3.497305 -2.635564 -0.026 0.146 0.042
H 1.227228 -0.734316 -6.115830 0.258 0.145 0.089
H 2.468831 -0.394014 -8.225190 0.035 0.167 0.148
H 3.948568 1.595234 -8.498240 -0.185 0.024 0.196
H 4.112300 3.290905 -6.668930 -0.158 -0.399 0.077
H 3.023883 2.862535 -4.490412 -0.064 -0.256 -0.178
H 3.561544 1.164242 -1.964737 -0.118 0.144 -0.001
H 4.311841 3.087114 -0.574665 -0.231 -0.039 -0.064
H 2.826915 5.068095 -0.269430 -0.032 -0.248 -0.281
H 0.645747 5.176223 -1.469674 0.166 -0.360 0.106
H -0.172928 3.198817 -2.741793 0.292 0.120 0.083
Te 0.474635 -1.002768 4.429202 -0.433 -0.790 0.641
C 0.544711 -0.941403 6.530486 0.163 -0.714 0.843
C -0.497418 -1.426422 7.364793 0.991 0.986 0.244
C -0.514906 -1.010965 8.709770 0.004 -0.131 -0.397
C 0.515964 -0.218179 9.228288 0.218 -0.437 -0.199
C 1.647866 0.051367 8.446093 0.050 -0.189 -0.527
C 1.681102 -0.300091 7.085176 -1.425 -0.171 0.652
H -1.283679 -2.052544 6.940421 0.184 0.212 0.225
H -1.335978 -1.322544 9.357618 0.177 0.135 -0.147
H 0.478091 0.116740 10.266529 0.032 -0.141 -0.304
H 2.522681 0.521803 8.888776 -0.215 0.098 -0.008
H 2.511534 -0.064185 6.418699 -0.111 0.123 0.363
```
Forces are in eV/Å.

***

Look up the molar mass of the first one. 668.8 g mol⁻¹